96
Properties=species:S:1:pos:R:3:mulliken_charge:R:1 method="wB97M-V/def2-TZVPD" homo_energy_ev=-4.3 charge=-1 total_energy_ha=-2527.37539 orbital_gap_ev=5.744
C -0.273 -1.594 0.738 -0.588
C -1.568 -2.219 1.330 -0.787
C -2.827 -1.860 0.514 -0.485
C -3.057 -0.296 0.742 -0.374
N -3.729 0.543 -0.268 -0.575
In -5.597 -0.085 -1.130 0.715
C -7.297 0.822 -0.018 -0.556
N -8.375 -0.169 0.259 -0.550
H 0.339 -2.357 0.234 0.385
H -0.481 -0.815 -0.016 0.041
H 0.377 -1.175 1.523 0.227
H -1.428 -3.318 1.338 0.343
H -1.726 -1.949 2.391 0.259
H -2.692 -2.097 -0.560 0.201
H -3.709 -2.429 0.850 0.370
H -3.641 -0.201 1.683 0.211
H -2.057 0.129 0.961 0.295
H -3.063 0.758 -1.006 0.155
H -5.772 -1.854 -1.120 -0.463
H -5.676 0.461 -2.820 -0.421
H -6.922 1.283 0.935 0.088
H -7.730 1.644 -0.621 0.303
H -9.268 0.305 0.384 0.202
H -8.193 -0.645 1.137 0.187
C 3.694 -2.109 0.359 0.562
O 2.732 -2.681 0.867 -0.644
N 3.633 -0.874 -0.173 -0.209
N 4.933 -2.688 0.312 -0.359
H 4.432 -0.407 -0.561 0.166
H 2.765 -0.373 -0.135 0.130
H 5.036 -3.618 0.682 0.223
H 5.729 -2.225 -0.080 0.115
C 0.538 2.166 -0.037 0.400
O 1.258 1.323 -0.617 -0.452
N -0.800 2.193 -0.212 0.034
N 1.089 3.106 0.755 -0.338
H -1.427 2.857 0.206 0.152
H -1.202 1.496 -0.813 -0.051
H 2.104 3.066 0.816 0.354
H 0.543 3.810 1.216 0.142
C -3.824 3.303 1.529 0.437
O -2.886 3.864 0.938 -0.928
N -4.506 3.938 2.525 -0.380
N -4.231 2.054 1.221 -0.252
H -5.263 3.536 3.052 0.145
H -4.218 4.872 2.748 0.241
H -3.809 1.566 0.411 0.351
H -5.007 1.617 1.682 0.135
C 0.400 1.428 -4.434 0.529
O 0.501 1.228 -5.640 -0.714
N -0.484 2.335 -3.918 -0.296
N 1.148 0.783 -3.501 -0.237
H -0.584 2.503 -2.934 0.192
H -1.080 2.816 -4.564 0.184
H 1.798 0.096 -3.832 0.149
H 1.062 0.970 -2.508 0.083
C -4.319 -5.986 -1.476 0.710
O -4.409 -6.716 -0.495 -0.672
N -3.124 -5.507 -1.923 -0.395
N -5.405 -5.595 -2.199 -0.393
H -3.044 -4.866 -2.689 0.175
H -2.306 -5.743 -1.392 0.206
H -6.302 -5.880 -1.853 0.201
H -5.358 -4.976 -2.984 0.173
C 4.459 3.100 -0.683 0.661
O 3.934 3.253 0.422 -0.789
N 3.806 2.430 -1.672 -0.169
N 5.691 3.564 -0.997 -0.315
H 4.196 2.295 -2.588 0.151
H 2.875 2.079 -1.455 0.107
H 6.197 4.056 -0.286 0.202
H 6.102 3.420 -1.905 0.214
C 8.245 2.610 -4.186 0.626
O 7.172 2.879 -3.659 -0.690
N 8.723 1.339 -4.251 -0.382
N 9.034 3.566 -4.748 -0.392
H 9.594 1.098 -4.681 0.162
H 8.158 0.617 -3.845 0.217
H 8.700 4.510 -4.718 0.220
H 9.912 3.368 -5.187 0.162
C 6.208 -6.591 1.548 0.651
O 5.515 -5.930 0.790 -0.660
N 5.732 -7.080 2.727 -0.387
N 7.510 -6.895 1.274 -0.390
H 6.279 -7.628 3.362 0.161
H 4.776 -6.871 2.949 0.231
H 7.883 -6.555 0.408 0.218
H 8.090 -7.440 1.882 0.159
C -4.701 3.881 6.070 0.627
O -5.621 3.620 5.301 -0.643
N -4.915 4.221 7.372 -0.415
N -3.402 3.850 5.673 -0.333
H -4.176 4.435 8.012 0.151
H -5.866 4.249 7.685 0.221
H -3.228 3.596 4.714 0.214
H -2.631 4.054 6.278 0.155

=====

123
Properties=species:S:1:pos:R:3:mulliken_charge:R:1 method="wB97M-V/def2-TZVPD" homo_energy_ev=-9.3 total_energy_ha=-4378.60064 orbital_gap_ev=7.098
C -2.740 -1.877 3.757 -1.126
C -1.384 -1.127 3.862 -0.398
C -1.328 -0.010 2.792 -0.075
C -0.970 -0.625 1.448 -0.777
N -0.552 0.384 0.428 -0.035
B 0.710 1.011 0.713 0.205
P 0.656 2.899 1.229 -0.009
S 2.227 3.877 0.552 -0.308
P 2.379 0.042 0.567 0.091
O 3.638 0.865 1.212 -0.483
Cl 2.815 0.114 -1.464 -0.174
H -3.342 -1.761 4.656 0.395
H -2.518 -2.947 3.694 0.351
H -3.276 -1.535 2.881 0.279
H -0.590 -1.839 3.618 0.418
H -1.167 -0.736 4.855 -0.083
H -0.586 0.718 3.150 0.069
H -2.301 0.482 2.774 0.343
H -1.876 -1.099 1.059 0.311
H -0.246 -1.440 1.551 0.404
H -0.405 -0.146 -0.436 0.155
H 0.357 3.066 2.599 0.067
H -0.502 3.358 0.570 0.086
H 3.588 0.740 2.170 0.322
O 4.455 -0.577 -4.376 -0.665
H 5.342 -0.555 -3.991 0.365
H 3.900 -0.281 -3.654 0.269
O 2.386 -3.438 -1.409 -0.654
H 2.686 -2.598 -1.767 0.289
H 1.962 -3.859 -2.162 0.281
O 0.026 3.962 -2.329 -0.587
H 0.450 4.191 -1.491 0.126
H 0.382 3.087 -2.528 0.357
O -5.202 -2.010 1.879 -0.531
H -5.545 -2.498 2.636 0.293
H -5.932 -1.437 1.623 0.215
O 5.283 2.508 -2.566 -0.479
H 4.634 1.993 -2.069 0.171
H 5.399 2.021 -3.394 0.335
O 7.222 0.653 -4.701 -0.529
H 7.841 1.364 -4.909 0.277
H 7.485 -0.056 -5.296 0.268
O -4.844 -2.841 -1.199 -0.650
H -5.645 -2.661 -1.700 0.320
H -5.091 -2.661 -0.284 0.341
O -1.886 2.673 -4.422 -0.604
H -1.436 2.929 -3.607 0.307
H -1.525 1.734 -4.637 0.315
O 8.946 2.371 -2.901 -0.638
H 8.016 2.539 -2.703 0.281
H 9.414 3.109 -2.490 0.337
O 3.056 -3.120 -4.099 -0.545
H 3.704 -2.437 -4.342 0.309
H 3.262 -3.866 -4.673 0.318
O 0.403 0.412 -3.760 -0.397
H 0.929 0.323 -2.956 0.163
H 0.634 -0.361 -4.290 0.268
O -0.246 3.239 -6.631 -0.620
H 0.106 2.591 -6.015 0.288
H -0.678 3.880 -6.058 0.330
O -7.142 -3.065 0.370 -0.620
H -6.512 -3.790 0.477 0.354
H -7.949 -3.391 0.790 0.232
O 0.106 0.355 6.560 -0.688
H 0.961 0.471 6.993 0.309
H -0.506 0.857 7.111 0.305
O 0.718 -1.857 8.612 -0.649
H 0.157 -2.591 8.330 0.316
H 0.570 -1.174 7.944 0.366
O 7.489 4.650 -4.869 -0.629
H 7.851 3.973 -4.287 0.329
H 6.914 5.174 -4.303 0.318
O 5.499 5.307 2.104 -0.716
H 4.927 4.581 1.825 0.296
H 5.317 6.005 1.466 0.331
O 8.237 4.527 1.760 -0.621
H 7.310 4.785 1.907 0.388
H 8.737 5.329 1.936 0.303
O 3.397 -1.797 7.219 -0.649
H 3.953 -2.402 7.719 0.304
H 2.587 -1.731 7.744 0.366
O 3.683 5.577 -2.513 -0.655
H 3.020 5.143 -1.964 0.258
H 3.866 4.934 -3.208 0.324
O -9.072 -4.256 -1.990 -0.640
H -9.587 -3.488 -2.267 0.333
H -8.399 -3.880 -1.412 0.350
O 1.108 6.558 -3.834 -0.634
H 1.915 6.508 -3.305 0.375
H 0.759 5.660 -3.823 0.311
O -10.425 -1.896 -1.388 -0.601
H -10.663 -1.849 -0.457 0.290
H -10.800 -1.100 -1.776 0.309
O 3.585 -4.528 0.959 -0.613
H 3.145 -4.189 1.743 0.301
H 3.124 -4.107 0.216 0.390
O -9.283 -3.973 2.738 -0.618
H -9.756 -4.802 2.867 0.315
H -9.058 -3.700 3.632 0.303
O 0.736 -3.156 -6.134 -0.623
H 1.559 -3.314 -5.653 0.333
H 0.408 -4.030 -6.364 0.317
O 0.274 -4.768 7.880 -0.617
H 0.382 -4.707 6.925 0.317
H 0.665 -5.617 8.107 0.305
O -2.125 0.864 -5.666 -0.582
H -2.055 1.025 -6.616 0.304
H -1.685 0.013 -5.534 0.308
O -4.252 0.654 4.763 -0.560
H -4.761 1.428 4.499 0.286
H -3.560 1.009 5.329 0.274
O -4.772 1.906 -3.524 -0.640
H -4.149 2.486 -3.982 0.319
H -4.489 1.024 -3.781 0.300
O -10.937 -4.931 4.875 -0.604
H -11.287 -5.427 5.622 0.292
H -11.663 -4.359 4.605 0.319
O 10.872 4.760 -1.599 -0.635
H 11.730 4.767 -1.164 0.307
H 10.250 4.986 -0.898 0.328
O -4.767 -4.622 2.135 -0.624
H -4.097 -4.051 1.741 0.288
H -4.538 -5.510 1.841 0.296

=====

17
Properties=species:S:1:pos:R:3:mulliken_charge:R:1 method="wB97M-V/def2-TZVPD" homo_energy_ev=-14.1 charge=+1 smiles="CN1C=NC[N@H+]1C" total_energy_ha=-322.36910 orbital_gap_ev=10.740 de_lowest_kcal_mol=57.40
C -0.129 -1.105 -1.625 -0.846
N -0.526 0.008 -0.816 -0.099
C -0.942 1.246 -1.249 0.084
N -0.622 2.240 -0.543 -0.435
C 0.179 1.838 0.552 -0.420
N 0.390 0.327 0.413 0.022
C -0.007 -0.460 1.579 -0.911
H 0.947 -1.102 -1.842 0.346
H -0.403 -2.046 -1.144 0.277
H -0.666 -1.034 -2.570 0.362
H -1.566 1.331 -2.121 0.409
H 1.134 2.372 0.546 0.340
H -0.345 2.040 1.491 0.323
H 1.354 0.095 0.143 0.429
H -1.070 -0.312 1.773 0.364
H 0.178 -1.521 1.407 0.330
H 0.569 -0.136 2.446 0.426

=====

18
Properties=species:S:1:pos:R:3:mulliken_charge:R:1 method="wB97M-V/def2-TZVPD" homo_energy_ev=-12.9 charge=+1 total_energy_ha=-339.52673 orbital_gap_ev=9.288 de_lowest_kcal_mol=121.07
C 1.778 -0.770 0.401 0.733
C 3.152 -0.234 0.378 -1.023
C -1.150 2.112 -0.629 -0.740
N 0.908 1.167 -0.243 -0.781
N 0.852 -1.521 0.558 -0.292
N -2.638 -1.457 -0.106 -0.730
N -0.240 1.076 -0.279 0.578
H 3.352 0.843 0.766 0.314
H 3.620 -0.239 -0.532 0.345
H 3.734 -0.781 1.065 0.375
H -0.637 3.162 -0.672 0.339
H -1.597 1.851 -1.665 0.280
H -2.002 2.150 0.198 0.272
H 0.555 -2.371 1.028 0.300
H -2.482 -1.852 0.785 0.204
H -2.745 -2.081 -0.942 0.250
H -3.587 -1.245 0.133 0.248
H -0.874 0.189 -0.244 0.326

=====

38
Properties=species:S:1:pos:R:3:mulliken_charge:R:1 method="wB97M-V/def2-TZVPD" homo_energy_ev=-8.8 smiles=CNCCCCO.O.O.O.O.O.O total_energy_ha=-786.77135 orbital_gap_ev=8.946 de_lowest_kcal_mol=101.55
C -1.087 -2.041 -3.305 -0.948
N -0.283 -2.103 -1.960 -0.387
C 1.041 -1.611 -2.348 -0.554
C 1.362 -0.263 -1.755 0.507
C 2.745 0.191 -1.348 -0.508
C 2.624 1.088 -0.185 -0.341
O 1.926 0.421 0.831 -0.529
H -2.046 -2.559 -3.094 0.324
H -1.455 -0.988 -3.539 0.266
H -0.616 -2.504 -4.072 0.468
H -0.793 -1.475 -1.124 0.272
H 1.130 -1.659 -3.507 0.366
H 1.686 -2.502 -2.097 0.294
H 0.694 0.015 -0.905 -0.541
H 1.097 0.645 -2.382 0.230
H 3.310 -0.831 -1.000 0.250
H 3.366 0.538 -2.269 0.277
H 1.996 2.051 -0.231 0.191
H 3.700 1.431 0.122 0.328
H 2.103 0.730 1.728 0.263
O -1.144 -3.030 2.873 -0.631
H -0.297 -2.799 3.218 0.310
H -1.182 -2.729 1.936 0.325
O 0.603 3.695 0.491 -0.641
H 0.561 4.098 1.455 0.342
H -0.226 3.352 0.374 0.271
O -0.668 2.697 2.778 -0.569
H -0.948 1.832 3.113 0.267
H -1.353 3.031 2.401 0.302
O -4.013 1.258 0.887 -0.646
H -3.120 1.074 0.975 0.316
H -4.339 0.461 1.441 0.333
O -2.300 0.200 2.780 -0.660
H -1.567 0.154 2.139 0.345
H -2.267 -0.552 3.333 0.287
O -0.492 -0.488 0.890 -0.883
H -0.029 0.287 0.778 0.254
H 0.280 -1.113 0.579 0.450

=====

16
Properties=species:S:1:pos:R:3:mulliken_charge:R:1 method="wB97M-V/def2-TZVPD" homo_energy_ev=-7.0 total_energy_ha=-267.77910 orbital_gap_ev=7.856 de_lowest_kcal_mol=91.76
C -0.252 -1.339 -0.406 -0.020
C -1.700 -1.692 -0.506 -0.952
C -0.199 2.088 0.565 -0.666
C 1.981 0.067 0.113 -0.819
N -0.635 0.882 -0.052 -0.886
N 0.104 -0.126 -0.138 0.517
H 0.501 -2.076 -0.606 0.260
H -1.864 -2.720 -0.190 0.322
H -2.068 -1.581 -1.527 0.231
H -2.273 -1.014 0.126 0.270
H -0.845 2.889 0.211 0.282
H -0.287 2.040 1.658 0.260
H 0.837 2.333 0.311 0.235
H 2.331 -0.944 0.011 0.307
H 2.080 0.467 1.107 0.336
H 2.291 0.726 -0.678 0.323

=====

160
Properties=species:S:1:pos:R:3:mulliken_charge:R:1 method="wB97M-V/def2-TZVPD" homo_energy_ev=-9.1 total_energy_ha=-5587.17065 orbital_gap_ev=9.519 de_lowest_kcal_mol=10.03
C -3.927 3.285 -3.409 -0.384
C -4.468 2.427 -2.271 -0.772
C -3.295 2.272 -1.400 0.882
S -2.511 3.880 -1.357 1.116
O -1.116 3.814 -1.760 -0.472
O -2.922 4.498 -0.125 -0.761
C -3.397 4.535 -2.725 -1.053
H -4.730 3.636 -4.057 0.564
H -3.203 2.750 -4.018 -0.013
H -5.020 1.541 -2.571 0.267
H -5.247 2.946 -1.764 0.445
H -2.603 1.577 -1.878 -1.019
H -3.537 1.958 -0.433 0.267
H -2.837 5.198 -3.375 0.401
H -4.246 5.037 -2.253 0.403
C -4.024 4.613 2.871 -0.944
C -2.754 3.774 3.135 1.082
C -1.927 4.610 4.058 -0.896
S -2.007 6.236 3.231 1.087
O -1.041 6.205 2.120 -0.551
O -1.934 7.291 4.177 -0.775
C -3.625 5.999 2.563 -0.854
H -4.638 4.602 3.788 0.523
H -4.476 4.179 2.025 0.279
H -2.212 3.557 2.273 -0.601
H -2.972 2.747 3.551 0.067
H -0.869 4.338 4.198 0.427
H -2.505 4.734 5.012 0.337
H -3.698 6.266 1.533 0.328
H -4.209 6.718 3.073 0.549
C 4.734 -2.621 -5.295 -0.685
C 5.993 -2.345 -4.428 -0.817
C 5.436 -2.155 -2.998 -0.518
S 3.727 -1.534 -3.063 1.371
O 3.638 -0.218 -2.523 -0.642
O 2.857 -2.593 -2.614 -0.576
C 3.622 -1.633 -4.900 -0.814
H 4.451 -3.664 -5.022 0.259
H 4.859 -2.644 -6.413 0.386
H 6.527 -1.419 -4.769 0.281
H 6.715 -3.101 -4.485 0.445
H 6.014 -1.413 -2.448 0.086
H 5.411 -3.175 -2.567 0.384
H 3.957 -0.662 -5.340 0.236
H 2.598 -1.780 -5.211 0.547
C 5.341 1.232 2.641 -1.273
C 4.017 1.049 2.050 1.179
C 4.150 0.963 0.558 0.755
S 5.571 0.051 0.261 1.480
O 6.450 0.815 -0.613 -0.842
O 5.312 -1.354 -0.031 -0.626
C 6.228 0.198 1.906 -0.952
H 5.375 1.097 3.705 0.454
H 5.673 2.235 2.465 0.372
H 3.411 1.879 2.429 0.370
H 3.617 0.092 2.517 -0.985
H 4.279 1.963 0.150 0.366
H 3.272 0.544 -0.045 -1.264
H 7.273 0.371 1.792 0.591
H 6.077 -0.845 2.239 0.235
C 1.587 2.817 -6.000 -0.715
C 1.981 3.009 -4.510 -0.563
C 1.172 2.029 -3.607 1.946
S 0.040 1.172 -4.669 0.875
O -1.286 1.189 -4.076 -0.436
O 0.706 0.005 -5.204 -0.668
C 0.148 2.281 -6.036 -0.791
H 2.261 2.067 -6.416 0.279
H 1.689 3.736 -6.575 0.434
H 1.739 3.968 -4.005 0.247
H 3.097 2.900 -4.436 0.204
H 0.507 2.612 -2.973 -0.962
H 1.758 1.235 -3.061 -0.511
H -0.524 3.164 -5.797 0.234
H -0.190 1.778 -6.915 0.556
C 0.644 -0.840 -0.897 1.188
C -0.217 -2.026 -0.340 -0.085
C -1.089 -1.608 0.845 -0.514
S -0.648 0.164 1.216 -0.055
O 0.520 0.236 2.059 -0.171
O -1.865 0.920 1.531 -0.003
C -0.125 0.433 -0.522 0.516
H 0.868 -0.928 -1.961 0.614
H 1.687 -0.729 -0.490 -1.494
H 0.349 -2.959 -0.108 -0.607
H -0.940 -2.222 -1.166 0.485
H -0.891 -2.145 1.787 0.106
H -2.117 -1.672 0.635 0.485
H 0.420 1.326 -0.621 0.112
H -1.013 0.449 -1.122 -0.480
C 0.037 1.002 5.886 -0.991
C 0.139 -0.346 5.214 0.796
O -0.877 -0.969 5.063 -0.496
C 1.498 -0.798 4.819 -0.398
H 1.008 1.491 6.053 0.334
H -0.503 0.783 6.824 0.407
H -0.668 1.692 5.399 0.006
H 1.912 -0.898 5.805 0.731
H 2.060 -0.023 4.216 -0.196
H 1.363 -1.729 4.299 -0.086
C -4.832 -0.122 2.822 -0.413
C -5.169 -0.503 1.449 0.694
O -4.993 0.239 0.520 -0.486
C -5.571 -1.942 1.256 -0.715
H -3.903 -0.683 3.028 -0.051
H -5.550 -0.528 3.524 0.614
H -4.703 1.002 2.833 -0.125
H -5.777 -2.266 0.250 -0.231
H -6.445 -2.034 1.907 0.545
H -4.786 -2.618 1.655 0.126
C 0.908 3.725 0.795 -0.239
C 1.733 3.950 -0.429 1.050
O 2.228 3.072 -1.133 -0.436
C 2.032 5.426 -0.699 -1.539
H 0.918 2.712 1.166 -0.485
H -0.128 4.044 0.497 -0.340
H 1.114 4.439 1.543 0.890
H 1.587 5.752 -1.650 0.287
H 3.123 5.521 -0.802 0.372
H 1.616 6.143 0.000 0.414
C 2.422 -2.947 1.420 0.057
C 3.652 -2.987 2.298 0.480
O 3.706 -2.334 3.315 -0.582
C 4.713 -4.081 1.961 -1.261
H 2.720 -3.069 0.402 0.323
H 1.823 -1.970 1.535 -0.637
H 1.843 -3.844 1.686 0.587
H 5.220 -4.447 2.902 0.318
H 5.406 -3.605 1.326 0.272
H 4.154 -4.826 1.393 0.385
C -4.183 -1.159 -2.337 -0.021
C -4.094 -2.605 -1.913 0.082
O -3.070 -2.962 -1.409 -0.206
C -5.332 -3.597 -2.033 -1.310
H -4.693 -0.560 -1.574 -0.095
H -4.622 -1.046 -3.289 0.623
H -3.115 -0.802 -2.505 -0.071
H -4.950 -4.631 -2.077 0.334
H -5.884 -3.383 -2.954 0.370
H -6.008 -3.622 -1.233 0.325
C -2.686 -3.795 5.360 -1.342
C -2.578 -3.946 3.919 0.831
O -3.192 -3.299 3.076 -0.435
C -1.584 -5.107 3.469 -0.867
H -3.468 -4.473 5.622 0.483
H -2.855 -2.721 5.740 0.192
H -1.844 -4.175 5.967 0.377
H -2.029 -6.007 3.899 0.489
H -0.513 -4.938 3.737 0.276
H -1.674 -5.095 2.392 -0.034
C 1.215 -5.518 -2.122 -0.768
C 0.681 -6.357 -0.952 0.698
O 1.365 -6.905 -0.139 -0.590
C -0.877 -6.329 -0.731 -0.909
H 0.911 -4.467 -2.025 0.094
H 0.811 -6.002 -2.978 0.511
H 2.279 -5.727 -2.023 0.217
H -1.340 -7.211 -1.192 0.447
H -1.468 -5.464 -1.093 0.137
H -1.133 -6.439 0.322 0.220